Computed, not measured: a structure of composition C7H15DyO4 in a non-equilibrium geometry, with ωB97M-V/def2-TZVPD.

Each line ends with the Löwdin charge.
CARTESIAN COORDINATES (ANGSTROEM)
C (3.054, -1.044, -0.118)  0.098
O (1.793, -1.197, 0.370)  -0.207
C (0.970, -2.306, -0.076)  -0.300
H (3.105, 0.838, -0.057)  0.128
H (3.205, -1.370, -1.155)  0.122
H (0.792, -2.956, 0.801)  0.065
H (1.501, -2.850, -0.881)  0.048
Dy (-1.006, -0.917, -0.783)  1.517
C (2.913, 2.201, 0.031)  -0.078
O (1.941, 2.519, -0.910)  -0.158
C (0.847, 3.267, -0.435)  -0.182
C (-0.285, 2.405, 0.093)  -0.169
O (-0.788, 1.517, -0.897)  -0.328
C (-1.864, 1.998, -1.711)  -0.179
C (-2.116, 0.935, -2.779)  -0.314
O (-2.145, -0.340, -2.232)  -0.480
H (3.654, 3.016, 0.081)  0.112
H (2.691, 2.046, 1.095)  0.082
H (0.499, 3.878, -1.278)  0.140
H (1.166, 3.947, 0.374)  0.142
H (0.059, 1.778, 0.927)  0.130
H (-1.098, 3.049, 0.461)  0.145
H (-1.597, 2.967, -2.159)  0.138
H (-2.747, 2.129, -1.062)  0.138
H (-3.068, 1.202, -3.279)  0.131
H (-1.322, 1.033, -3.549)  0.126
H (3.800, -1.204, 0.666)  0.134

* <S²>: 12.043
* E: -39762.12382 eV
* net charge: +1
* F_max: 4.6 eV/Å
* 2S+1: 7